DFT (ωB97M-V/def2-TZVPD) results for a 3-piece molecular cluster, C26H57BrClN8O4P3 overall at a distorted geometry.

Calculated values
Molar mass = 754.1 g/mol
Structure (SMILES) = CCP(CC)[C@@](C#N)(CCOC=O)[C@@](Cl)(C#N)C[C@@H](C)Br.CN(C)P(=O)(N(C)C)N(C)C.CN(C)P(=O)(N(C)C)N(C)C
E_HOMO = -8.12 eV

Geometry (Å):
C -2.99 -0.55 4.81
C -3.22 0.94 4.54
P -4.03 1.29 2.91
C -5.01 -0.23 2.55
C -4.13 -1.25 1.78
C -5.34 2.62 3.18
C -6.41 1.96 3.96
N -7.12 1.39 4.66
C -4.81 3.73 4.14
C -3.45 4.31 3.77
O -2.51 4.03 4.84
C -1.22 4.14 4.43
O -0.68 3.34 3.73
C -5.92 3.22 1.82
Cl -7.71 2.92 1.77
C -5.78 4.68 1.79
N -5.46 5.78 1.80
C -5.40 2.64 0.49
C -4.02 3.16 0.00
C -2.96 2.05 -0.21
Br -4.29 3.97 -1.78
H -3.91 -1.13 4.84
H -2.56 -0.64 5.81
H -2.28 -1.02 4.13
H -2.25 1.43 4.52
H -3.78 1.33 5.39
H -5.86 0.02 1.91
H -5.44 -0.64 3.46
H -4.48 -1.45 0.78
H -3.10 -0.88 1.71
H -4.05 -2.18 2.34
H -4.69 3.24 5.11
H -5.57 4.49 4.30
H -3.53 5.40 3.71
H -3.06 3.94 2.83
H -0.69 5.03 4.80
H -5.39 1.56 0.47
H -6.12 2.96 -0.26
H -3.59 3.92 0.65
H -2.30 2.05 0.66
H -3.44 1.08 -0.27
H -2.37 2.24 -1.10
O -1.98 -0.11 -3.27
P -0.59 -0.42 -3.74
N -0.80 -0.36 -5.45
C -1.42 -1.44 -6.20
C -1.25 0.94 -5.91
N -0.41 -1.98 -3.03
C -0.24 -3.21 -3.77
C -1.17 -2.22 -1.81
N 1.09 -0.24 -3.88
C 1.88 -0.25 -5.10
C 1.87 -0.30 -2.65
H -1.34 -1.23 -7.27
H -2.48 -1.59 -5.95
H -0.89 -2.38 -6.06
H -0.58 1.72 -5.55
H -2.26 1.18 -5.56
H -1.24 0.99 -7.00
H -1.17 -3.54 -4.24
H 0.10 -4.00 -3.11
H 0.53 -3.11 -4.54
H -2.21 -2.50 -2.01
H -1.18 -1.33 -1.18
H -0.70 -3.02 -1.23
H 1.89 -1.25 -5.56
H 2.92 0.01 -4.86
H 1.55 0.47 -5.83
H 2.34 -1.28 -2.53
H 1.25 -0.11 -1.78
H 2.66 0.46 -2.65
O 4.68 -1.68 -1.42
P 5.37 -1.49 -0.09
N 6.97 -1.14 -0.63
C 7.86 -2.16 -1.16
C 7.04 0.09 -1.41
N 5.11 -3.09 0.51
C 6.15 -4.05 0.76
C 3.89 -3.75 0.05
N 5.68 -0.90 1.47
C 6.96 -0.50 2.02
C 4.62 -1.03 2.46
H 8.84 -1.72 -1.33
H 7.51 -2.59 -2.11
H 8.02 -2.96 -0.45
H 6.60 0.92 -0.84
H 6.50 0.01 -2.36
H 8.08 0.36 -1.61
H 6.55 -4.48 -0.16
H 5.76 -4.88 1.37
H 6.97 -3.62 1.34
H 4.02 -4.21 -0.94
H 3.06 -3.05 -0.01
H 3.61 -4.53 0.76
H 7.64 -1.35 2.13
H 6.81 -0.06 3.01
H 7.46 0.26 1.42
H 4.80 -1.89 3.11
H 3.65 -1.18 1.97
H 4.54 -0.13 3.07

Here are the Löwdin charges for atoms 1 to 99, given in e: C -0.1443; C -0.3663; P 1.0911; C -0.3927; C -0.1553; C -0.5020; C -0.3534; N 0.1865; C -0.1441; C -0.1737; O -0.0626; C -0.3315; O 0.1014; C -0.6724; Cl 0.7527; C -0.2562; N 0.2303; C -0.2853; C -0.6944; C -0.1720; Br 0.6965; H 0.0627; H 0.0752; H 0.0710; H 0.0523; H 0.0813; H 0.0702; H 0.0644; H 0.0686; H 0.0466; H 0.0677; H 0.1126; H 0.1275; H 0.1221; H 0.1007; H 0.1480; H 0.0932; H 0.0582; H 0.0654; H 0.0449; H 0.0651; H 0.0380; O -0.2995; P 0.6742; N -0.3438; C -0.1247; C -0.1436; N -0.3170; C -0.1366; C -0.1466; N -0.3131; C -0.1020; C -0.1252; H 0.0800; H 0.0896; H 0.0501; H 0.0765; H 0.0775; H 0.0791; H 0.0791; H 0.0793; H 0.0733; H 0.0813; H 0.0621; H 0.0778; H 0.0798; H 0.0818; H 0.0703; H 0.0688; H 0.0738; H 0.0784; O -0.2965; P 0.6950; N -0.3430; C -0.1224; C -0.1439; N -0.3202; C -0.1383; C -0.1433; N -0.3186; C -0.1029; C -0.1224; H 0.0813; H 0.0909; H 0.0491; H 0.0765; H 0.0765; H 0.0797; H 0.0797; H 0.0803; H 0.0720; H 0.0826; H 0.0652; H 0.0794; H 0.0799; H 0.0813; H 0.0721; H 0.0870; H 0.0740